Computed, not measured: a 7-piece molecular cluster, C32H57N7O9 overall in a non-equilibrium geometry, with wB97M-V/def2-TZVPD.

## Properties
Kohn-Sham gap   8.05 eV
SMILES string   CCOc1ccc(CCN)c2c1C(=O)C=CC2=O.CNC(C)=O.CNC(C)=O.CNC(C)=O.CNC(C)=O.CNC(C)=O.CNC(C)=O

Element x y z (Å)
C (1.31545, 1.29141, 1.00302)
C (2.77546, 0.97197, 1.24151)
O (3.30246, -0.08154, 0.40238)
C (2.42969, -1.08272, 0.10546)
C (2.09133, -1.96352, 1.12997)
C (1.20391, -2.96919, 0.88580)
C (0.62441, -3.15857, -0.36149)
C (-0.37793, -4.28135, -0.49029)
C (-1.52389, -4.12340, 0.57505)
N (-1.99978, -2.74847, 0.73824)
C (0.98371, -2.31758, -1.40297)
C (1.89361, -1.25916, -1.15567)
C (2.25550, -0.29645, -2.24718)
O (3.21854, 0.43967, -2.23055)
C (1.34500, -0.27884, -3.41901)
C (0.51044, -1.27564, -3.65895)
C (0.45020, -2.47231, -2.78977)
O (0.00296, -3.50349, -3.24969)
H (0.64596, 0.60615, 1.52744)
H (1.08515, 2.27893, 1.39491)
H (1.04049, 1.29826, -0.05293)
H (3.36154, 1.86220, 1.02825)
H (2.92033, 0.66388, 2.28067)
H (2.53159, -1.84305, 2.10928)
H (0.92529, -3.63974, 1.69019)
H (0.12794, -5.22195, -0.26269)
H (-0.85477, -4.30489, -1.45740)
H (-1.19378, -4.47864, 1.54531)
H (-2.38061, -4.69655, 0.21906)
H (-2.04434, -2.24701, -0.13769)
H (-1.46743, -2.23346, 1.42169)
H (1.41339, 0.57395, -4.08062)
H (-0.12249, -1.25940, -4.53647)
C (-0.46253, 4.83427, -3.73826)
N (-0.30245, 3.46463, -3.26286)
C (-0.29366, 2.99861, -1.99609)
C (-0.48026, 3.99393, -0.87701)
O (-0.13346, 1.79892, -1.77703)
H (-1.33706, 4.89013, -4.38261)
H (0.42571, 5.10262, -4.31348)
H (-0.59329, 5.52757, -2.91487)
H (-0.17818, 2.74019, -3.95220)
H (-0.43868, 3.46571, 0.06665)
H (0.31395, 4.73614, -0.89146)
H (-1.44855, 4.49030, -0.96445)
C (4.72631, 3.18412, -3.28401)
N (3.64961, 3.70843, -4.11004)
C (3.35072, 5.00010, -4.38325)
C (4.23235, 6.06167, -3.76657)
O (2.40214, 5.29719, -5.09789)
H (5.37164, 2.54053, -3.88299)
H (4.31410, 2.59040, -2.46875)
H (5.32288, 3.99234, -2.87299)
H (3.02604, 3.04835, -4.54743)
H (3.86488, 7.03561, -4.07530)
H (4.20425, 6.00257, -2.67830)
H (5.26344, 5.95091, -4.10324)
C (4.53314, 6.29526, 0.07256)
N (3.34340, 5.46984, 0.16254)
C (2.76675, 4.95314, 1.27953)
C (3.42517, 5.25463, 2.60551)
O (1.75787, 4.26985, 1.20218)
H (4.28879, 7.25379, -0.38869)
H (5.28805, 5.79856, -0.54011)
H (4.95067, 6.47798, 1.05606)
H (2.86188, 5.22908, -0.69056)
H (2.85048, 4.77378, 3.39083)
H (4.44424, 4.86639, 2.62721)
H (3.44494, 6.32896, 2.79186)
C (-5.58043, 4.94428, -6.38441)
N (-4.41304, 5.57061, -5.79350)
C (-4.22610, 5.95818, -4.50338)
C (-5.36021, 5.72103, -3.53428)
O (-3.17587, 6.47384, -4.15745)
H (-5.31132, 3.97371, -6.80421)
H (-5.97399, 5.57035, -7.18690)
H (-6.35772, 4.79928, -5.64237)
H (-3.62044, 5.75781, -6.38747)
H (-5.05656, 6.08077, -2.55629)
H (-6.25405, 6.26226, -3.84643)
H (-5.59014, 4.65737, -3.46210)
C (-3.58092, -8.76455, 3.65735)
N (-3.24220, -7.35038, 3.72752)
C (-2.17528, -6.70974, 3.17728)
C (-1.19335, -7.54373, 2.38840)
O (-2.03254, -5.50740, 3.32580)
H (-4.55902, -8.88717, 3.19101)
H (-3.62921, -9.19777, 4.65895)
H (-2.84418, -9.30898, 3.07729)
H (-3.85954, -6.73566, 4.23644)
H (-0.40654, -6.89333, 2.01818)
H (-0.74568, -8.31276, 3.01934)
H (-1.68554, -8.01756, 1.53848)
C (-1.39949, -6.51693, 6.92391)
N (-2.31883, -7.64022, 6.96528)
C (-2.71835, -8.37486, 8.03553)
C (-2.15239, -8.00575, 9.38631)
O (-3.50679, -9.29623, 7.89201)
H (-1.90434, -5.63472, 6.52810)
H (-0.55773, -6.74794, 6.26905)
H (-1.02100, -6.29180, 7.91522)
H (-2.73649, -7.94118, 6.10009)
H (-2.56654, -8.68114, 10.12826)
H (-1.06619, -8.10273, 9.38870)
H (-2.42265, -6.98293, 9.65090)